Record 1
Computed, not measured: a 3-piece molecular cluster, C23H51N4O4 overall at a distorted geometry, with wB97M-V/def2-TZVPD.

Element x y z (Å)
C (0.428, 4.441, 7.002)
C (-1.033, 3.859, 7.073)
C (-1.064, 2.328, 6.759)
C (-0.803, 2.185, 5.206)
C (-2.166, 2.530, 4.488)
C (-1.864, 3.270, 3.144)
C (-1.132, 2.243, 2.197)
C (0.305, 2.715, 1.727)
C (0.676, 1.857, 0.473)
C (1.769, 0.758, 0.762)
C (1.492, -0.412, -0.233)
C (2.733, -1.299, -0.535)
C (2.546, -2.021, -1.934)
N (2.415, -3.468, -1.725)
C (3.286, -4.463, -1.780)
N (2.713, -5.644, -1.493)
C (1.432, -5.350, -1.208)
N (0.416, -6.123, -0.835)
N (1.248, -4.022, -1.368)
H (0.433, 5.309, 6.315)
H (1.099, 3.696, 6.539)
H (0.775, 4.762, 7.995)
H (-1.630, 4.438, 6.347)
H (-1.492, 4.013, 8.065)
H (-0.329, 1.769, 7.361)
H (-2.080, 1.910, 6.901)
H (-0.447, 1.171, 4.954)
H (-0.034, 2.900, 4.857)
H (-2.674, 1.559, 4.331)
H (-2.823, 3.144, 5.125)
H (-1.230, 4.152, 3.344)
H (-2.831, 3.626, 2.735)
H (-1.793, 2.100, 1.319)
H (-1.074, 1.255, 2.696)
H (0.172, 3.772, 1.369)
H (1.062, 2.648, 2.523)
H (-0.227, 1.279, 0.180)
H (0.942, 2.452, -0.420)
H (1.712, 0.429, 1.814)
H (2.743, 1.245, 0.563)
H (0.611, -0.987, 0.110)
H (1.195, 0.079, -1.185)
H (2.847, -2.071, 0.251)
H (3.648, -0.683, -0.550)
H (3.422, -1.783, -2.552)
H (1.604, -1.652, -2.375)
H (4.333, -4.292, -2.035)
H (-0.542, -5.805, -0.829)
H (0.613, -7.053, -0.487)
H (0.379, -3.517, -1.241)
C (1.009, -7.805, -3.984)
O (0.906, -8.711, -5.060)
C (-0.043, -9.744, -4.814)
C (-1.347, -9.483, -5.543)
O (-2.019, -8.345, -5.012)
C (-1.864, -7.193, -5.824)
H (1.581, -6.940, -4.323)
H (0.026, -7.462, -3.646)
H (1.546, -8.272, -3.149)
H (-0.217, -9.868, -3.741)
H (0.391, -10.673, -5.194)
H (-2.008, -10.343, -5.395)
H (-1.178, -9.371, -6.617)
H (-2.471, -7.287, -6.730)
H (-0.819, -7.028, -6.098)
H (-2.217, -6.331, -5.257)
C (-0.232, 8.700, -2.110)
O (-1.435, 7.960, -2.243)
C (-1.213, 6.620, -2.654)
C (-1.326, 5.657, -1.486)
O (-0.271, 5.846, -0.551)
C (-0.686, 6.567, 0.597)
H (-0.465, 9.632, -1.596)
H (0.516, 8.157, -1.528)
H (0.172, 8.940, -3.099)
H (-0.242, 6.517, -3.148)
H (-1.991, 6.376, -3.384)
H (-1.237, 4.634, -1.866)
H (-2.301, 5.750, -0.998)
H (-1.311, 5.925, 1.230)
H (-1.239, 7.469, 0.326)
H (0.201, 6.858, 1.160)

Charge ... +1
Highest occupied orbital energy ... -10.7 eV
Gap between HOMO and LUMO ... 7.697 eV
Multiplicity ... 1
Largest force on an atom ... 2.2 eV Å⁻¹

Record 2
Computed, not measured: C25H36N3OP2RuS4 as an isolated structure, with wB97M-V/def2-TZVPD.

Element x y z (Å)
Ru (-0.217, 0.252, 0.272)
C (0.731, -1.621, 2.660)
N (1.465, -0.983, 1.555)
C (2.544, -0.151, 2.097)
C (2.008, -1.964, 0.625)
C (2.784, -3.017, 1.083)
C (3.266, -3.980, 0.212)
C (2.946, -3.885, -1.134)
C (2.188, -2.827, -1.605)
C (1.722, -1.828, -0.742)
N (0.920, -0.774, -1.145)
C (0.916, -0.297, -2.448)
C (2.047, -0.266, -3.268)
C (2.008, 0.312, -4.529)
C (0.835, 0.877, -5.000)
C (-0.295, 0.871, -4.191)
C (-0.267, 0.307, -2.923)
N (-1.403, 0.349, -2.042)
C (-2.134, -0.933, -2.042)
C (-2.336, 1.434, -2.315)
H (1.394, -2.222, 3.291)
H (-0.055, -2.250, 2.255)
H (0.280, -0.843, 3.279)
H (3.203, -0.730, 2.755)
H (2.115, 0.674, 2.672)
H (3.136, 0.247, 1.276)
H (3.001, -3.100, 2.141)
H (3.859, -4.805, 0.583)
H (3.277, -4.649, -1.826)
H (1.921, -2.785, -2.652)
H (2.973, -0.684, -2.896)
H (2.903, 0.324, -5.138)
H (0.793, 1.322, -5.985)
H (-1.208, 1.320, -4.558)
H (-2.583, -1.111, -3.027)
H (-2.912, -0.903, -1.280)
H (-1.459, -1.748, -1.790)
H (-2.965, 1.233, -3.191)
H (-1.803, 2.367, -2.483)
H (-2.997, 1.543, -1.455)
O (-4.161, -6.034, 3.644)
C (-3.572, -5.237, 2.967)
S (-3.861, -3.486, 3.043)
C (-2.692, -2.989, 1.841)
C (-1.956, -4.020, 1.225)
S (-0.799, -3.844, 0.044)
S (-2.327, -5.649, 1.787)
S (-2.589, -1.328, 1.547)
C (-3.596, 1.974, 1.551)
P (-1.792, 1.771, 1.716)
C (-1.593, 1.558, 3.516)
C (-1.229, 3.505, 1.454)
C (0.296, 3.622, 1.386)
P (1.006, 2.522, 0.094)
C (2.792, 2.857, 0.298)
C (0.679, 3.469, -1.433)
H (-3.937, 2.803, 2.175)
H (-4.090, 1.054, 1.861)
H (-3.860, 2.176, 0.514)
H (-2.143, 2.327, 4.061)
H (-0.537, 1.611, 3.787)
H (-1.972, 0.574, 3.791)
H (-1.633, 4.145, 2.243)
H (-1.678, 3.837, 0.513)
H (0.743, 3.317, 2.338)
H (0.600, 4.657, 1.208)
H (2.992, 3.929, 0.240)
H (3.343, 2.353, -0.497)
H (3.150, 2.482, 1.255)
H (1.159, 4.449, -1.400)
H (-0.394, 3.607, -1.562)
H (1.050, 2.910, -2.294)

Charge ... 0
Highest occupied orbital energy (spin up / spin down) ... -6.5 / -7.2 eV
Gap between HOMO and LUMO (spin up / spin down) ... 6.767 / 6.173 eV
Multiplicity ... 6
⟨S²⟩ ... 8.78
Relative energy (zero: lowest compared OMol25 entry of this formula, charge and spin) ... 0.0 kcal/mol
Largest force on an atom ... 0.5 eV Å⁻¹

Record 3
Computed, not measured: HN2O2S as an isolated structure at a distorted geometry, with wB97M-V/def2-TZVPD.

Element x y z (Å)
N (-1.424, 0.364, -1.138)
N (-2.427, 0.786, -1.289)
O (1.375, -0.782, 1.229)
O (-0.350, -0.047, -0.928)
S (0.593, 0.464, 1.106)
H (2.233, -0.785, 1.021)

Charge ... +1
Highest occupied orbital energy (spin up / spin down) ... -16.2 / -16.1 eV
Gap between HOMO and LUMO (spin up / spin down) ... 7.727 / 7.717 eV
Multiplicity ... 1
Relative energy (zero: lowest compared OMol25 entry of this formula, charge and spin) ... 97.2 kcal/mol
Largest force on an atom ... 6.4 eV Å⁻¹

Record 4
Computed, not measured: C4H6N2O in the gas phase at a distorted geometry, with wB97M-V/def2-TZVPD.

Element x y z (Å)
C (0.171, 0.093, 2.025)
C (0.077, -0.210, 0.573)
C (-1.013, 0.000, -0.250)
N (-0.659, -0.537, -1.465)
C (0.703, -0.634, -1.382)
O (1.251, 0.264, -2.272)
N (1.154, -0.633, -0.145)
H (1.200, -0.035, 2.367)
H (-0.490, -0.562, 2.596)
H (-0.129, 1.132, 2.201)
H (-1.985, 0.411, -0.043)
H (-1.046, -0.315, -2.370)
H (0.768, 1.024, -1.834)

Charge ... 0
Structure (SMILES) ... Cc1c[nH]c(O)n1
Highest occupied orbital energy ... -8.3 eV
Gap between HOMO and LUMO ... 8.746 eV
Multiplicity ... 1
Relative energy (zero: lowest compared OMol25 entry of this formula, charge and spin) ... 63.1 kcal/mol
Largest force on an atom ... 1.7 eV Å⁻¹

Record 5
Computed, not measured: a 5-piece molecular cluster, C7H24N6O7 overall at a distorted geometry, with wB97M-V/def2-TZVPD.

Element x y z (Å)
N (4.244, -15.784, -29.457)
C (4.733, -14.644, -29.180)
N (3.815, -13.780, -29.398)
O (5.815, -14.469, -28.643)
H (4.853, -16.582, -29.345)
H (3.408, -15.750, -30.022)
H (2.875, -13.930, -29.738)
H (4.143, -12.843, -29.214)
N (-9.763, -13.826, -23.938)
C (-8.964, -12.718, -23.978)
N (-9.166, -11.853, -25.009)
O (-8.093, -12.566, -23.145)
H (-9.732, -14.340, -23.069)
H (-10.457, -14.028, -24.644)
H (-9.651, -12.244, -25.804)
H (-9.001, -10.857, -24.975)
N (-1.671, -18.229, -26.891)
C (-0.612, -17.775, -27.559)
N (0.518, -18.252, -27.053)
O (-0.684, -17.044, -28.479)
H (-1.536, -18.817, -26.081)
H (-2.626, -18.006, -27.134)
H (0.373, -18.573, -26.106)
H (1.468, -18.053, -27.331)
O (-1.844, -12.025, -29.280)
C (-3.192, -11.678, -28.996)
C (-3.882, -12.609, -27.961)
O (-3.570, -12.373, -26.597)
H (-1.903, -12.983, -29.261)
H (-3.407, -10.661, -28.666)
H (-3.785, -11.733, -29.909)
H (-3.715, -13.656, -28.211)
H (-4.943, -12.401, -28.096)
H (-4.261, -12.669, -26.000)
O (0.365, -12.789, -24.309)
C (0.197, -13.870, -23.366)
C (-0.389, -13.407, -21.971)
O (-1.684, -12.952, -21.998)
H (-0.481, -12.715, -24.757)
H (-0.500, -14.602, -23.774)
H (1.155, -14.382, -23.272)
H (0.333, -12.710, -21.545)
H (-0.344, -14.138, -21.163)
H (-1.752, -12.364, -22.753)

Charge ... 0
Structure (SMILES) ... NC(N)=O.NC(N)=O.NC(N)=O.OCCO.OCCO
Highest occupied orbital energy ... -9.6 eV
Gap between HOMO and LUMO ... 9.872 eV
Multiplicity ... 1
Relative energy (zero: lowest compared OMol25 entry of this formula, charge and spin) ... 62.0 kcal/mol
Largest force on an atom ... 6.9 eV Å⁻¹

Record 6
Computed, not measured: an isolated ion of composition C4H12NO and charge +1 at a distorted geometry, with wB97M-V/def2-TZVPD.

Element x y z (Å)
C (1.808, -0.818, -1.501)
C (0.481, -0.176, -1.130)
N (-0.055, -0.732, 0.151)
C (-0.061, 0.274, 1.313)
C (-1.258, 1.158, 1.128)
O (-2.334, 0.279, 0.879)
H (2.563, -0.708, -0.729)
H (2.193, -0.158, -2.295)
H (1.733, -1.763, -2.016)
H (0.459, 0.907, -1.147)
H (-0.228, -0.460, -1.912)
H (0.495, -1.532, 0.440)
H (-1.020, -1.073, 0.117)
H (0.048, -0.313, 2.218)
H (0.909, 0.755, 1.175)
H (-1.418, 1.788, 1.998)
H (-1.116, 1.885, 0.329)
H (-3.197, 0.689, 0.984)

Charge ... +1
Structure (SMILES) ... CC[NH2+]CCO
Highest occupied orbital energy ... -15.2 eV
Gap between HOMO and LUMO ... 12.260 eV
Multiplicity ... 1
Relative energy (zero: lowest compared OMol25 entry of this formula, charge and spin) ... 21.9 kcal/mol
Largest force on an atom ... 2.3 eV Å⁻¹

> Which value of largest force on an atom does entry 2 give?

0.5 eV Å⁻¹